Here is a 2-piece molecular cluster, C2H12N6 overall in a non-equilibrium geometry from the Open Molecules 2025 dataset. Energies are from wB97M-V/def2-TZVPD.

```
! RIJCOSX wB97M-V def2-TZVPD def2/J DEFGRID3
* xyz 0 1
N 0.179 0.534 -1.246
N -0.882 -0.431 1.150
N 1.299 -1.548 0.635
N -0.324 -0.036 2.373
N -0.243 0.591 -2.617
N -2.153 -0.982 1.287
C 1.272 1.469 -0.960
C 0.098 -1.240 0.263
H -0.547 1.534 -2.861
H 0.037 0.910 2.260
H 1.610 1.333 0.069
H -2.746 -0.271 1.715
H -0.619 0.698 -0.555
H 2.133 1.286 -1.608
H -2.103 -1.727 1.984
H -0.505 -1.891 -0.389
H 0.532 0.367 -3.243
H 1.519 -2.491 0.306
H 0.912 2.496 -1.062
H 0.530 -0.602 2.497
*
```

Output
Energy relative to the best compared isomer or geometry (same formula, charge and spin) in kJ/mol: 305.32
HOMO-LUMO gap in eV: 9.53
HOMO energy in eV: -8.598
SMILES: [H]/N=C/N(N)N.CNN
F_max in eV/Å: 3.5
Electronic energy in a.u.: -411.77669
E_LUMO in eV: 0.929

From a Löwdin analysis of the wavefunction, the atomic charges in e read: number 1, N, carries -0.24; number 2, N, carries -0.34; number 3, N, carries 0.04; number 4, N, carries 0.03; number 5, N, carries -0.02; number 6, N, carries 0.02; number 7, C, carries -0.12; number 8, C, carries -0.24; number 9, H, carries 0.06; number 10, H, carries 0.07; number 11, H, carries 0.06; number 12, H, carries 0.08; number 13, H, carries 0.11; number 14, H, carries 0.08; number 15, H, carries 0.07; number 16, H, carries 0.11; number 17, H, carries 0.07; number 18, H, carries 0.04; number 19, H, carries 0.07; number 20, H, carries 0.06



Here is a 11-piece molecular cluster, C5H34N2O10 overall in a non-equilibrium geometry from the Open Molecules 2025 dataset. Energies are from wB97M-V/def2-TZVPD.

```
! RIJCOSX wB97M-V def2-TZVPD def2/J DEFGRID3
* xyz 0 1
O 3.341 0.100 2.497
O 2.115 2.465 -2.621
O -0.757 1.565 -2.532
O -0.270 1.752 3.457
O -2.356 -3.119 -1.067
O -2.117 -3.177 1.916
O 3.322 0.830 -0.775
O 1.115 3.686 -0.486
O -2.081 -0.754 -2.843
O -1.676 3.250 -0.597
N 0.079 -1.853 -0.132
N -2.223 0.483 1.756
C -0.224 -0.717 0.790
C 0.591 -1.371 -1.425
C -1.743 -0.347 0.599
C 1.058 -2.752 0.464
C 0.647 0.560 0.490
H 1.063 3.527 0.466
H -0.851 2.115 4.137
H -2.330 -1.237 0.442
H 0.208 1.680 -2.664
H 0.168 3.590 -0.736
H 1.701 0.398 0.670
H -0.046 -0.673 -1.942
H -2.539 -1.414 -3.377
H 0.746 -3.401 1.295
H -1.722 -1.423 -2.242
H 0.814 -2.200 -2.105
H 2.021 -2.254 0.698
H 1.804 3.259 -2.137
H -1.527 -2.522 2.314
H 0.253 0.872 -0.473
H -1.406 -3.132 -0.841
H 4.183 0.825 -1.214
H 0.019 -1.032 1.809
H 3.524 0.914 0.169
H -3.090 0.897 1.417
H -1.589 2.862 0.282
H 1.547 -0.846 -1.443
H 2.624 -0.415 2.134
H 2.893 0.843 2.924
H -1.375 2.550 -1.222
H -1.448 -3.781 1.577
H 1.351 -3.456 -0.332
H -2.666 -2.722 -0.251
H 0.396 1.312 1.231
H -1.088 0.798 -3.032
H -1.775 0.240 -0.328
H 2.680 2.031 -1.944
H -2.557 -0.143 2.485
H -0.808 1.338 2.743
*
```

Output
Energy relative to the best compared isomer or geometry (same formula, charge and spin) in kJ/mol: 243.04
HOMO-LUMO gap in eV: 9.64
HOMO energy in eV: -9.510
SMILES: C[C@@H](CN)N(C)C.O.O.O.O.O.O.O.O.O.O
F_max in eV/Å: 2.3
Electronic energy in a.u.: -1072.77770
E_LUMO in eV: 0.131

From a Löwdin analysis of the wavefunction, the atomic charges in e read: number 1, O, carries -0.04; number 2, O, carries -0.10; number 3, O, carries -0.08; number 4, O, carries -0.10; number 5, O, carries -0.07; number 6, O, carries -0.04; number 7, O, carries -0.06; number 8, O, carries -0.07; number 9, O, carries -0.06; number 10, O, carries -0.07; number 11, N, carries -0.23; number 12, N, carries 0.02; number 13, C, carries -0.31; number 14, C, carries -0.09; number 15, C, carries -0.18; number 16, C, carries -0.10; number 17, C, carries -0.04; number 18, H, carries 0.05; number 19, H, carries 0.04; number 20, H, carries 0.07; number 21, H, carries 0.04; number 22, H, carries 0.02; number 23, H, carries 0.03; number 24, H, carries 0.05; number 25, H, carries 0.07; number 26, H, carries 0.08; number 27, H, carries 0.00; number 28, H, carries 0.10; number 29, H, carries 0.09; number 30, H, carries 0.02; number 31, H, carries 0.03; number 32, H, carries 0.06; number 33, H, carries 0.02; number 34, H, carries 0.08; number 35, H, carries 0.13; number 36, H, carries 0.04; number 37, H, carries 0.09; number 38, H, carries 0.03; number 39, H, carries 0.08; number 40, H, carries 0.00; number 41, H, carries 0.05; number 42, H, carries 0.00; number 43, H, carries 0.04; number 44, H, carries 0.09; number 45, H, carries 0.00; number 46, H, carries 0.05; number 47, H, carries 0.03; number 48, H, carries 0.10; number 49, H, carries 0.00; number 50, H, carries 0.08; number 51, H, carries -0.03



Here is one molecule with the formula C3H4F2 in a non-equilibrium geometry from the Open Molecules 2025 dataset. Energies are from wB97M-V/def2-TZVPD.

```
! RIJCOSX wB97M-V def2-TZVPD def2/J DEFGRID3
* xyz 0 1
F 0.071 2.077 -0.030
F 2.591 0.383 0.072
C -1.167 -0.304 -0.013
C 0.078 0.639 0.038
C 1.227 -0.105 -0.052
H -0.465 -1.392 0.002
H -1.708 -0.247 1.129
H -1.967 0.034 -0.661
H 1.341 -1.083 -0.485
*
```

Output
Energy relative to the best compared isomer or geometry (same formula, charge and spin) in kJ/mol: 247.82
HOMO-LUMO gap in eV: 10.51
HOMO energy in eV: -9.851
SMILES: C/C(F)=C/F
F_max in eV/Å: 5.0
Electronic energy in a.u.: -316.32147
E_LUMO in eV: 0.656

From a Löwdin analysis of the wavefunction, the atomic charges in e read: number 1, F, carries -0.01; number 2, F, carries -0.07; number 3, C, carries -0.06; number 4, C, carries -0.24; number 5, C, carries -0.05; number 6, H, carries 0.15; number 7, H, carries 0.13; number 8, H, carries 0.05; number 9, H, carries 0.10



Here is a 2-piece molecular cluster, Br3H3Si3 overall in a non-equilibrium geometry from the Open Molecules 2025 dataset. Energies are from wB97M-V/def2-TZVPD.

```
! RIJCOSX wB97M-V def2-TZVPD def2/J DEFGRID3
* xyz 0 3
Br 1.778 0.432 -0.544
Br -3.242 -1.097 -1.654
Br -0.721 -1.969 0.512
Si -1.095 -0.693 -1.138
Si -0.210 1.872 1.675
Si 1.899 1.268 1.652
H 3.008 0.592 2.211
H -0.250 -1.042 -2.117
H -1.166 0.636 -0.597
*
```

Output
HOMO-LUMO gap (alpha / beta) in eV: 6.27 / 7.11
HOMO energy (alpha / beta) in eV: -7.387 / -9.487
Expectation value of S²: 2.006
F_max in eV/Å: 3.5
Electronic energy in a.u.: -8592.27556
E_LUMO (alpha / beta) in eV: -1.122 / -2.376

From a Löwdin analysis of the wavefunction, the atomic charges in e read: number 1, Br, carries 0.09; number 2, Br, carries 0.22; number 3, Br, carries 0.30; number 4, Si, carries -0.44; number 5, Si, carries 0.30; number 6, Si, carries 0.03; number 7, H, carries -0.18; number 8, H, carries -0.14; number 9, H, carries -0.18



electronic energy of number 1 (C2H12N6)?
-411.77669 a.u.



What is the formula in the first record?
C2H12N6



Number 2 is which compound?
C5H34N2O10



The highest F_max belongs to which entry?
C3H4F2